{
  "formula": "C36H35N8O3PS2Sn",
  "method": "the ωB97M-V functional and the def2-TZVPD basis",
  "de_lowest_kj_mol": 49.1,
  "e_homo_ev": -7.88,
  "e_lumo_ev": -0.0684,
  "gap_ev": 7.81,
  "molar_mass_g_mol": 841.548,
  "symbols": ["Sn", "C", "N", "C", "N", "C", "N", "C", "C", "C", "C", "C", "C", "C", "N", "N", "C", "O", "C", "C", "C", "C", "C", "C", "N", "C", "N", "C", "N", "C", "H", "H", "H", "H", "H", "H", "H", "H", "H", "H", "H", "H", "H", "H", "H", "H", "C", "P", "C", "C", "C", "C", "C", "C", "C", "C", "C", "C", "C", "C", "H", "H", "H", "H", "H", "H", "H", "H", "H", "H", "H", "H", "H", "C", "O", "H", "H", "H", "C", "O", "C", "S", "S", "H", "H", "H"],
  "positions_angstrom": [[-0.889, -2.425, 1.582], [-2.545, -0.676, -3.805], [-2.575, -0.679, -2.346], [-1.609, -0.636, -1.407], [-2.166, -0.569, -0.203], [-3.490, -0.535, -0.477], [-3.776, -0.603, -1.748], [-3.071, 0.637, -4.378], [-4.207, 0.597, -5.171], [-4.800, 1.763, -5.621], [-4.280, 2.988, -5.275], [-3.129, 3.055, -4.493], [-2.511, 1.876, -4.050], [-2.631, 4.366, -4.102], [-3.160, 5.516, -4.377], [-2.407, 6.468, -3.762], [-1.431, 5.856, -3.177], [-1.516, 4.508, -3.343], [-0.344, 6.439, -2.415], [-0.296, 7.812, -2.188], [0.751, 8.341, -1.450], [1.749, 7.513, -0.957], [1.711, 6.146, -1.207], [2.831, 5.258, -0.729], [2.586, 3.885, -1.069], [1.979, 2.900, -0.392], [1.918, 1.822, -1.144], [2.515, 2.204, -2.296], [2.926, 3.447, -2.295], [0.658, 5.615, -1.924], [-3.204, -1.486, -4.114], [-1.527, -0.884, -4.135], [-0.553, -0.691, -1.609], [-4.243, -0.466, 0.287], [-4.652, -0.359, -5.414], [-5.693, 1.707, -6.229], [-4.743, 3.908, -5.602], [-1.623, 1.932, -3.433], [-1.083, 8.437, -2.586], [0.796, 9.405, -1.262], [2.574, 7.932, -0.394], [2.977, 5.371, 0.347], [3.755, 5.540, -1.237], [1.606, 2.988, 0.614], [2.658, 1.544, -3.135], [0.612, 4.554, -2.132], [2.864, -0.538, 4.945], [1.801, -1.471, 3.740], [1.750, -3.028, 4.706], [2.649, -4.080, 4.570], [2.515, -5.214, 5.358], [1.510, -5.293, 6.309], [0.620, -4.239, 6.462], [0.735, -3.119, 5.656], [3.003, -1.839, 2.417], [4.104, -1.026, 2.158], [4.904, -1.252, 1.047], [4.606, -2.282, 0.169], [3.503, -3.093, 0.409], [2.707, -2.870, 1.520], [3.823, -1.036, 5.088], [2.337, -0.511, 5.899], [3.024, 0.490, 4.614], [3.445, -4.023, 3.839], [3.193, -6.047, 5.224], [1.420, -6.179, 6.925], [-0.171, -4.307, 7.198], [0.017, -2.310, 5.740], [4.351, -0.212, 2.828], [5.758, -0.614, 0.862], [5.236, -2.457, -0.694], [3.260, -3.893, -0.278], [1.852, -3.511, 1.712], [-0.440, -5.434, 2.967], [-0.328, -4.088, 2.626], [-0.740, -5.531, 4.017], [0.523, -5.943, 2.840], [-1.183, -5.956, 2.350], [-4.414, -5.969, 0.124], [-3.225, -5.452, -0.473], [-2.684, -4.346, 0.018], [-3.418, -3.467, 1.255], [-1.226, -3.885, -0.705], [-4.624, -6.907, -0.380], [-5.239, -5.267, -0.001], [-4.264, -6.127, 1.192]]
}